Entry 1:
Below is C45H54CrIN6O6PSe as an isolated structure, with properties calculated with the ωB97M-V functional and the def2-TZVPD basis.

expectation value of S²: 3.772
spin multiplicity: 4
electronic energy: -6612.1843 Eh
net charge: +1

Element x y z (Å)
1 I -3.999 -3.000 -0.458
2 Se 2.812 3.282 5.611
3 Cr -1.597 -0.296 0.424
4 P 3.089 0.043 -2.160
5 O 1.694 0.092 -1.582
6 O -0.179 -2.384 -2.711
7 O -0.620 -1.844 4.133
8 O -1.023 -1.613 -0.811
9 O -4.052 -0.679 2.478
10 O -2.095 -1.521 1.804
11 N -0.769 1.049 -0.981
12 N 0.285 -0.355 1.310
13 N -1.733 1.260 1.926
14 N 3.084 1.921 4.501
15 N -3.549 -0.036 -0.384
16 N 1.115 3.488 5.127
17 C -1.759 -2.495 4.532
18 C -2.762 2.892 3.333
19 C -4.467 -0.982 -0.606
20 C 2.499 0.109 -6.704
21 C 5.496 1.518 -1.238
22 C 0.547 0.590 2.226
23 C -2.899 -3.949 6.078
24 C 3.966 1.421 -1.302
25 C -2.961 -2.266 3.860
26 C 2.975 0.055 -3.981
27 C -0.565 1.477 2.570
28 C 1.185 -1.289 1.052
29 C 5.190 -2.686 -3.541
30 C -0.436 2.428 3.576
31 C -3.916 1.245 -0.566
32 C 1.966 1.319 -5.946
33 C -5.178 1.637 -0.944
34 C 2.735 -0.306 2.581
35 C 1.961 1.715 3.867
36 C -2.808 1.932 2.327
37 C 6.122 2.242 -2.426
38 C 2.429 -1.299 1.680
39 C -1.738 -3.337 5.638
40 C 0.867 2.586 4.216
41 C 2.962 -3.526 -2.810
42 C -5.769 -0.670 -0.984
43 C -3.069 -1.390 2.652
44 C 5.311 -1.817 -2.289
45 C 5.484 3.615 -2.630
46 C -1.246 0.979 -2.390
47 C 3.968 -1.467 -1.612
48 C -6.133 0.651 -1.150
49 C 1.771 0.664 2.875
50 C -0.830 -1.560 -2.110
51 C -4.123 -2.865 4.337
52 C 3.342 2.799 -1.573
53 C -1.571 -0.449 -2.843
54 C -4.103 -3.713 5.430
55 C 3.947 -0.191 -6.278
56 C 3.966 3.523 -2.763
57 C 4.226 0.270 -4.838
58 C 1.838 0.990 -4.452
59 C -1.563 3.157 3.953
60 C 4.351 -3.931 -3.282
61 C 3.029 -2.690 -1.535
62 H 5.947 0.536 -1.094
63 H -3.148 1.986 -0.386
64 H -1.354 -0.553 -3.904
65 H 4.288 -4.537 -4.188
66 H -3.742 1.672 1.855
67 H -5.405 2.686 -1.071
68 H 5.096 -0.256 -4.444
69 H 4.144 -1.262 -6.368
70 H -7.143 0.907 -1.441
71 H -2.129 1.608 -2.495
72 H 0.885 -2.040 0.336
73 H 3.500 3.410 -0.677
74 H 0.223 0.749 -1.029
75 H 7.195 2.350 -2.261
76 H 5.886 -0.917 -2.515
77 H 5.732 2.092 -0.335
78 H 6.007 1.645 -3.331
79 H 3.394 -3.334 -0.725
80 H -5.048 -2.648 3.818
81 H 3.705 3.008 -3.691
82 H 0.996 1.632 -6.336
83 H 4.482 1.329 -4.840
84 H -6.476 -1.470 -1.144
85 H 6.194 -2.954 -3.877
86 H -0.802 -3.505 6.161
87 H 4.835 -4.550 -2.519
88 H 3.627 1.121 -0.299
89 H 3.130 -2.088 1.449
90 H 2.446 -2.967 -3.595
91 H 4.199 -1.175 -0.578
92 H 2.022 -2.369 -1.282
93 H 2.639 -0.973 -4.160
94 H 2.644 2.166 -6.092
95 H -2.861 -4.606 6.937
96 H 0.892 0.478 -4.270
97 H 2.449 0.266 -7.781
98 H 5.728 4.250 -1.771
99 H 5.902 -2.373 -1.554
100 H -5.014 -4.181 5.777
101 H 3.537 4.525 -2.840
102 H -1.477 3.896 4.739
103 H 2.337 -4.399 -2.618
104 H 3.692 -0.268 3.086
105 H -2.636 -0.651 -2.708
106 H 2.260 2.702 -1.694
107 H -0.755 2.023 -0.692
108 H 4.729 -2.124 -4.357
109 H 0.092 -2.106 4.727
110 H -3.669 3.404 3.619
111 H 1.819 1.912 -3.866
112 H -0.468 1.397 -3.026
113 H 1.856 -0.750 -6.488
114 H 5.910 4.102 -3.509
115 H 4.646 0.311 -6.949

Entry 2:
Below is one molecule with the formula C3H4N2O in a non-equilibrium geometry, with properties calculated with the ωB97M-V functional and the def2-TZVPD basis.

electronic energy: -301.3804 Eh
net charge: 0

Element x y z (Å)
1 O -2.038 -0.273 0.001
2 N 1.518 -0.894 -0.017
3 N -0.638 -0.245 0.005
4 C 0.111 0.957 0.047
5 C 0.231 -1.328 0.060
6 C 1.416 0.503 0.003
7 H -0.252 -2.357 -0.038
8 H 2.331 1.106 0.000
9 H -2.275 0.662 -0.030
10 H -0.404 1.869 -0.030

Entry 3:
Below is one molecule with the formula C5H8O2, with properties calculated with the ωB97M-V functional and the def2-TZVPD basis.

electronic energy: -345.6986 Eh
net charge: 0

Element x y z (Å)
1 O 0.287 0.651 -1.959
2 O -0.684 -1.463 -1.048
3 C 0.679 -1.381 -0.686
4 C -0.812 1.344 1.141
5 C -0.316 -1.142 0.353
6 C 0.142 0.285 0.580
7 C 0.914 0.154 -0.824
8 H -0.871 -1.779 1.025
9 H 1.346 -2.223 -0.849
10 H -1.637 0.849 1.672
11 H -0.322 1.981 1.888
12 H 1.942 0.522 -0.795
13 H -1.250 1.988 0.377
14 H -0.422 -0.003 -2.127
15 H 1.005 0.216 1.251

Entry 4:
Below is a 2-piece molecular cluster, C4H9O2 overall in a non-equilibrium geometry, with properties calculated with the ωB97M-V functional and the def2-TZVPD basis.

electronic energy: -308.3260 Eh
net charge: -1

Element x y z (Å)
1 O 0.411 -0.995 -3.151
2 O -0.747 -1.963 -1.485
3 C 0.863 0.795 1.374
4 C -0.660 0.434 -1.574
5 C -0.086 -0.395 1.775
6 C -0.345 -0.971 -2.162
7 H 0.434 1.716 0.999
8 H -1.210 0.974 -2.350
9 H -0.911 -0.025 2.392
10 H -1.109 0.285 -0.602
11 H -0.448 -0.872 0.860
12 H 0.376 0.758 -1.501
13 H 1.337 0.988 2.335
14 H 0.465 -1.117 2.373
15 H 1.631 0.389 0.717

Entry 5:
Below is C5H12HgO3 as an isolated structure in a non-equilibrium geometry, with properties calculated with the ωB97M-V functional and the def2-TZVPD basis.

electronic energy: -576.6536 Eh
net charge: 0

Element x y z (Å)
1 Hg 0.923 -2.347 0.932
2 O 2.282 -0.648 0.365
3 O -0.329 -0.028 0.500
4 O -3.604 1.102 -0.805
5 C 0.519 0.842 -0.285
6 C 1.957 0.709 0.141
7 C -1.515 0.390 0.809
8 C 3.676 -0.875 0.504
9 C -3.939 -0.239 -1.055
10 H 2.594 1.120 -0.658
11 H 3.814 -1.944 0.711
12 H 2.132 1.291 1.062
13 H 0.375 0.542 -1.330
14 H -4.640 -0.275 -1.898
15 H 0.187 1.877 -0.150
16 H -3.351 1.295 0.195
17 H -3.045 -0.838 -1.307
18 H -4.404 -0.721 -0.177
19 H 4.081 -0.288 1.341
20 H 4.198 -0.606 -0.426
21 H -1.912 -0.357 1.530

Entry 6:
Below is C42H52F5GeInN4O3SSe2 as an isolated structure, with properties calculated with the ωB97M-V functional and the def2-TZVPD basis.

electronic energy: -10043.8090 Eh
net charge: 0

Element x y z (Å)
1 In 1.361 -0.598 0.612
2 Se 1.977 -2.987 -2.375
3 Se 0.668 -1.347 -3.468
4 Ge -0.978 -1.751 0.687
5 S 2.726 0.768 -1.036
6 F 6.097 -4.204 2.897
7 F 1.938 -3.958 0.761
8 F 4.238 -0.007 1.985
9 F 6.225 -1.493 3.002
10 F 3.943 -5.420 1.776
11 O -0.522 1.164 -1.211
12 O 3.331 -2.036 -7.450
13 O 5.063 -2.138 -4.296
14 N 1.626 2.619 0.694
15 N 1.359 1.560 1.503
16 N 2.425 3.374 -1.260
17 N 1.042 -0.547 3.101
18 C -3.592 -0.855 3.392
19 C 5.173 -2.086 2.422
20 C -2.804 -3.799 -0.490
21 C 0.913 -1.629 3.860
22 C 0.755 0.653 3.605
23 C 0.737 5.761 4.330
24 C 0.466 -1.569 5.170
25 C 4.012 -4.083 1.802
26 C 0.014 4.116 2.734
27 C -2.470 -4.901 0.509
28 C 0.910 3.193 3.264
29 C -2.135 4.278 -3.738
30 C 5.108 -3.468 2.378
31 C -3.232 4.967 -3.233
32 C 1.646 4.853 4.851
33 C -2.829 -2.032 3.990
34 C 2.213 2.305 -0.443
35 C -1.467 3.314 -2.998
36 C 2.670 -3.607 -4.095
37 C -3.017 3.738 -1.158
38 C 1.727 3.572 4.323
39 C 3.003 -3.294 1.271
40 C 0.266 0.799 4.898
41 C -1.644 -2.845 -0.801
42 C -3.665 4.679 -1.947
43 C 3.037 -1.918 1.269
44 C -1.913 3.053 -1.689
45 C 3.858 -1.428 -4.566
46 C 1.461 -1.759 -5.211
47 C 3.265 -3.009 -6.416
48 C 4.139 -1.350 1.873
49 C 0.119 -0.331 5.685
50 C -0.296 2.598 -3.617
51 C -0.081 5.389 3.270
52 C -3.932 5.999 -4.074
53 C -2.331 -0.392 1.176
54 C -1.219 2.077 -0.825
55 C -3.641 -0.817 1.864
56 C 2.823 -2.435 -5.060
57 C -3.555 3.455 0.227
58 C 1.005 1.817 2.710
59 C -3.651 -5.830 0.759
60 H 2.598 -3.831 -6.700
61 H 3.632 -4.068 -3.881
62 H -2.566 0.080 0.219
63 H -4.478 4.010 0.387
64 H -3.978 -1.788 1.492
65 H -0.028 3.073 -4.561
66 H -0.540 1.553 -3.806
67 H 4.018 -0.686 -5.355
68 H -0.785 6.096 2.851
69 H 2.294 5.139 5.669
70 H 1.983 -4.352 -4.496
71 H -2.146 -4.459 1.454
72 H -3.970 -6.322 -0.162
73 H -1.618 -5.475 0.132
74 H -4.341 5.548 -4.980
75 H -3.406 -6.608 1.483
76 H -3.116 -4.270 -1.429
77 H -1.379 2.208 0.259
78 H 0.776 -2.414 -5.751
79 H 0.002 1.776 5.275
80 H 2.442 2.866 4.730
81 H -1.927 -2.154 -1.598
82 H 1.168 -2.572 3.392
83 H -4.421 -0.103 1.580
84 H -1.765 -1.983 3.763
85 H 2.434 -1.804 -7.712
86 H 2.365 4.282 -0.828
87 H -4.751 6.466 -3.528
88 H -1.845 0.380 1.785
89 H 0.670 6.759 4.744
90 H -3.771 2.395 0.371
91 H 4.274 -3.407 -6.318
92 H 3.489 -0.922 -3.670
93 H 3.069 3.256 -2.023
94 H -0.259 -0.242 6.695
95 H -0.797 -3.419 -1.186
96 H -1.788 4.497 -4.742
97 H -3.239 6.781 -4.385
98 H -0.594 3.835 1.886
99 H -4.619 -0.874 3.766
100 H 0.376 -2.472 5.756
101 H -4.508 -5.274 1.147
102 H -3.205 -2.980 3.597
103 H 0.572 2.588 -2.958
104 H -2.937 -2.055 5.077
105 H -2.856 3.752 1.010
106 H 5.689 -1.536 -3.886
107 H -4.528 5.200 -1.546
108 H -3.153 0.083 3.753
109 H 1.541 -0.808 -5.739
110 H -0.772 -2.683 1.908
111 H -3.678 -3.245 -0.132

Entry 7:
Below is C22H14F5N2O2Pd as an isolated structure, with properties calculated with the ωB97M-V functional and the def2-TZVPD basis.

expectation value of S²: 2.007
spin multiplicity: 3
electronic energy: -1733.9533 Eh
net charge: -1

Element x y z (Å)
1 Pd 0.266 0.351 0.117
2 F 4.837 -2.947 0.267
3 F 2.203 -2.597 0.502
4 F 2.750 2.011 -0.451
5 F 5.408 1.634 -0.661
6 F 6.467 -0.851 -0.312
7 O 0.151 0.919 2.251
8 O -0.651 -1.589 0.108
9 N -0.315 0.317 -2.024
10 N -1.541 1.662 -0.045
11 C 4.305 -1.724 0.090
12 C -3.333 1.357 4.459
13 C -0.363 -4.417 -2.911
14 C 4.596 0.597 -0.376
15 C -0.395 -4.767 -1.549
16 C -0.479 -3.816 -0.569
17 C -0.631 -0.715 -2.701
18 C -3.360 1.537 3.101
19 C -2.213 1.412 2.289
20 C 2.348 -0.273 0.032
21 C -0.423 -3.085 -3.231
22 C -2.095 1.033 5.050
23 C -2.419 1.667 0.887
24 C 3.226 0.747 -0.256
25 C -0.961 0.893 4.302
26 C 2.939 -1.504 0.201
27 C -0.470 -2.079 -2.250
28 C -1.984 1.922 -1.411
29 C -0.949 1.064 2.877
30 C -0.843 1.618 -2.381
31 C 5.139 -0.663 -0.202
32 C -0.514 -2.419 -0.863
33 H -0.350 -5.813 -1.265
34 H -4.296 1.791 2.611
35 H -2.842 1.287 -1.659
36 H -3.461 1.902 0.623
37 H -1.096 -0.573 -3.687
38 H -2.290 2.968 -1.522
39 H -0.498 -4.089 0.478
40 H -2.040 0.884 6.123
41 H -0.303 -5.176 -3.680
42 H -1.203 1.650 -3.417
43 H -4.229 1.459 5.056
44 H -0.013 0.636 4.758
45 H -0.049 2.358 -2.257
46 H -0.431 -2.780 -4.274

Entry 8:
Below is C47H38AsFNO2STaTe as an isolated structure in a non-equilibrium geometry, with properties calculated with the ωB97M-V functional and the def2-TZVPD basis.

electronic energy: -5077.4831 Eh
net charge: +2

Element x y z (Å)
1 Ta -0.059 0.773 -0.278
2 Te 1.012 0.723 2.299
3 As -1.592 2.535 0.825
4 S -2.126 0.845 -1.607
5 F 0.689 2.238 -1.151
6 O -2.480 -3.028 0.040
7 O -0.116 -1.013 -0.176
8 N 2.245 0.158 -0.336
9 C -1.765 -2.962 -0.931
10 C -1.279 -1.891 -3.151
11 C -3.079 -1.238 -4.594
12 C 3.083 1.285 0.009
13 C 1.893 -1.215 2.552
14 C -1.691 3.942 5.378
15 C 2.448 -3.379 -1.212
16 C -1.306 4.467 3.064
17 C -1.916 2.613 5.050
18 C -2.377 5.365 -2.247
19 C 0.488 -2.116 -0.593
20 C 3.802 -2.568 3.081
21 C -4.590 0.092 -0.594
22 C 4.420 -1.252 -2.486
23 C -3.331 6.183 -1.665
24 C 5.727 -1.389 -2.919
25 C -3.733 5.959 -0.356
26 C -3.405 0.772 -0.367
27 C 6.768 -1.378 -2.003
28 C -1.367 4.861 4.392
29 C -5.471 0.928 1.490
30 C 1.882 -2.150 -0.843
31 C 2.729 -0.977 -0.729
32 C -4.292 1.621 1.718
33 C -0.288 -3.242 -0.896
34 C 2.324 -5.813 -1.790
35 C -1.835 2.205 3.730
36 C 1.688 -4.518 -1.419
37 C 0.302 -4.417 -1.310
38 C -1.570 3.139 2.722
39 C -3.992 -1.812 -3.723
40 C 5.194 -1.119 -0.206
41 C 1.730 -3.605 2.449
42 C 6.499 -1.248 -0.650
43 C -3.178 4.922 0.374
44 C -3.557 -2.402 -2.551
45 C -2.195 -2.440 -2.248
46 C 1.132 -2.359 2.340
47 C -5.613 0.172 0.336
48 C -1.723 -1.285 -4.310
49 C 2.749 1.734 1.446
50 C -3.256 1.542 0.792
51 C -2.205 4.107 -0.213
52 C 3.220 -1.319 2.960
53 C 4.149 -1.124 -1.125
54 C -1.812 4.320 -1.529
55 C 3.066 -3.708 2.801
56 H 2.852 -6.225 -0.933
57 H -3.491 4.717 1.399
58 H 4.978 -1.055 0.851
59 H 2.481 2.792 1.474
60 H -1.182 5.891 4.654
61 H 0.078 -2.293 2.100
62 H 3.055 -5.679 -2.582
63 H -2.068 5.535 -3.268
64 H 1.146 -4.494 2.267
65 H 1.581 -6.536 -2.114
66 H 4.830 -2.648 3.400
67 H -1.081 5.188 2.279
68 H 7.785 -1.489 -2.344
69 H -4.715 -0.478 -1.499
70 H 3.531 -4.677 2.885
71 H 3.592 1.581 2.125
72 H 3.606 -1.254 -3.198
73 H -2.030 1.164 3.471
74 H -3.418 -0.753 -5.495
75 H 5.926 -1.511 -3.973
76 H -1.083 3.679 -2.012
77 H -4.170 2.235 2.606
78 H -2.173 1.902 5.818
79 H -0.217 -1.913 -2.941
80 H -1.766 4.260 6.405
81 H -1.013 -0.844 -4.993
82 H 7.307 -1.251 0.064
83 H 3.783 -0.430 3.207
84 H -5.045 -1.785 -3.958
85 H -6.286 0.993 2.195
86 H 2.887 2.106 -0.690
87 H -4.485 6.583 0.100
88 H -6.540 -0.346 0.149
89 H 4.144 1.036 -0.071
90 H -0.322 -5.259 -1.561
91 H 3.514 -3.432 -1.370
92 H -4.256 -2.839 -1.852
93 H -3.770 6.991 -2.232

Entry 9:
Below is C2AgFLiO2 as an isolated structure in a non-equilibrium geometry, with properties calculated with the ωB97M-V functional and the def2-TZVPD basis.

expectation value of S²: 0.760
spin multiplicity: 2
electronic energy: -480.9177 Eh
net charge: 0

Element x y z (Å)
1 Ag 1.123 -1.132 2.381
2 F -1.030 -1.331 -0.966
3 O 0.876 -1.226 0.178
4 O -1.798 1.092 0.284
5 C -0.773 0.453 0.520
6 C -0.156 -0.641 -0.178
7 Li -3.206 1.119 -0.891

Entry 10:
Below is C19H12AsF3N2O6PtS2 as an isolated structure in a non-equilibrium geometry, with properties calculated with the ωB97M-V functional and the def2-TZVPD basis.

electronic energy: -4743.2305 Eh
net charge: -2

Element x y z (Å)
1 Pt 0.498 1.138 -0.274
2 As 1.171 0.036 -2.933
3 S -2.072 -0.655 0.359
4 S 2.585 -0.971 0.490
5 F -1.897 -3.214 1.987
6 F -1.735 -3.047 4.113
7 F -3.279 -1.987 3.084
8 O 1.610 -1.408 1.471
9 O 1.884 0.228 -4.419
10 O -0.896 -1.227 -0.979
11 O 2.470 0.445 0.116
12 O 1.346 1.488 -2.068
13 O 3.962 -1.260 0.875
14 N -4.148 6.685 -1.285
15 N -0.116 0.638 1.537
16 C -0.320 -0.742 3.946
17 C -1.377 2.799 -1.909
18 C 2.025 -1.644 -2.239
19 C 2.346 -2.007 -0.952
20 C -3.560 5.696 -1.189
21 C 2.056 -2.628 -3.227
22 C 0.526 0.370 3.817
23 C -1.069 -1.139 2.868
24 C -2.582 4.021 0.260
25 C -1.735 2.954 0.447
26 C -1.058 2.327 -0.621
27 C -1.008 -0.409 1.648
28 C -2.212 3.874 -2.119
29 C -2.806 4.527 -1.028
30 C 0.623 0.975 2.578
31 C 2.703 -4.286 -1.622
32 C 2.412 -3.930 -2.933
33 C 2.676 -3.314 -0.642
34 C -1.961 -2.326 2.981
35 H 2.966 -5.305 -1.369
36 H -1.375 -1.015 -1.784
37 H -1.582 2.594 1.457
38 H -0.916 2.325 -2.772
39 H 2.923 -3.520 0.388
40 H -3.066 4.498 1.105
41 H 1.130 0.710 4.641
42 H -2.397 4.236 -3.124
43 H 2.446 -4.676 -3.719
44 H 1.339 1.772 2.410
45 H -0.348 -1.300 4.871
46 H 1.819 -2.326 -4.243

Entry 11:
Below is a 2-piece molecular cluster, C2H5PSi overall in a non-equilibrium geometry, with properties calculated with the ωB97M-V functional and the def2-TZVPD basis.

electronic energy: -709.8368 Eh
net charge: 0

Element x y z (Å)
1 P 0.111 0.515 0.644
2 Si -1.928 -1.720 -0.320
3 C 1.211 0.643 -0.743
4 C 1.629 1.552 0.097
5 H 0.993 -0.306 1.518
6 H -2.732 -0.488 -0.248
7 H 2.220 2.287 0.419
8 H 1.457 0.094 -1.711
9 H -2.961 -2.577 0.344